ORCA calculation (the ωB97M-V functional and the def2-TZVPD basis) on a molecular structure, C69H48N4P2RuS2 in a non-equilibrium geometry.

Geometry as XYZ:
```
126
Properties=species:S:1:pos:R:3:forces:R:3
Ru 0.7213 -0.3542 0.1369 0.215 -0.364 -0.580
C 1.8896 3.3596 6.5996 -0.020 0.006 -0.017
C 0.7888 3.7742 5.8636 -0.020 0.061 0.039
C 0.4596 3.1359 4.6771 -0.018 -0.098 -0.040
C 1.2342 2.0748 4.2163 -0.009 0.102 0.094
C 2.3287 1.6515 4.9645 -0.012 0.025 -0.010
C 2.6570 2.2949 6.1481 0.029 0.012 0.059
C 0.9110 1.3979 2.9321 0.034 0.327 -0.518
C 0.2695 0.1370 3.0363 -0.254 -0.232 0.288
C -0.2527 -0.3188 4.2769 0.175 0.097 -0.139
C -0.9472 -1.4617 4.0236 -0.028 -0.052 -0.126
C -0.8178 -1.7471 2.6245 -0.049 0.120 0.296
N -0.1069 -0.7255 2.0247 -0.124 0.163 0.313
C -1.3716 -2.8981 2.0318 0.100 -0.050 -0.478
C 0.3425 -3.4013 0.0920 -0.078 -0.343 -0.056
C 1.0431 -4.5965 0.1515 -0.098 0.136 0.018
C 2.3809 -4.2597 -0.0544 0.062 -0.061 -0.016
C 2.4408 -2.8688 -0.2531 0.076 -0.040 -0.110
C 3.5412 -2.0398 -0.6213 -0.265 -0.059 0.027
C 4.8867 -2.2335 -0.1465 0.191 0.149 0.085
C 5.8906 -1.2544 -0.3591 -0.140 -0.114 -0.039
C 7.1808 -1.4177 0.1023 0.001 -0.043 0.017
C 7.5402 -2.5560 0.8165 0.039 0.040 0.013
C 6.5571 -3.4929 1.1096 0.081 -0.011 -0.013
C 5.2624 -3.3367 0.6537 -0.034 -0.049 -0.010
C 3.2104 -0.8965 -1.4778 0.157 0.097 -0.309
N 2.1853 -0.0463 -1.2232 0.280 0.221 0.177
C 2.3075 1.0327 -2.0708 0.232 0.282 0.041
C 1.8213 2.3153 -1.7167 -0.016 -0.138 -0.058
C 2.1534 3.4003 -2.6612 0.090 0.122 -0.028
C 1.8309 3.2595 -4.0143 0.189 0.018 0.032
C 2.1510 4.2411 -4.9362 0.099 -0.019 -0.064
C 2.8116 5.3932 -4.5338 -0.026 0.010 0.001
C 3.1947 5.5219 -3.2072 0.020 0.041 -0.004
C 2.8858 4.5319 -2.2877 -0.016 -0.081 -0.024
C 1.3877 2.5630 -0.3827 0.247 -0.528 0.383
C 1.4853 3.8013 0.3431 -0.071 0.209 0.277
C 1.4518 3.5041 1.6699 0.050 0.106 -0.192
C 1.1806 2.1069 1.7779 0.040 -0.246 0.635
N 1.1169 1.5700 0.5139 -0.232 1.054 -0.316
C 3.3445 0.7585 -2.9949 -0.122 0.069 -0.054
C 3.9108 -0.4458 -2.6105 -0.055 -0.234 0.153
N 1.1605 -2.3522 -0.1695 -0.443 -0.475 0.224
C -1.9058 -4.0151 2.8011 0.006 -0.182 0.299
C -1.3161 -4.4377 4.0049 -0.013 -0.017 -0.123
C -1.8271 -5.5112 4.7137 -0.019 -0.047 0.069
C -2.9326 -6.2065 4.2451 0.029 -0.039 -0.003
C -3.5001 -5.8339 3.0328 -0.037 -0.011 0.033
C -2.9967 -4.7612 2.3215 0.150 0.030 0.005
H 2.1466 3.8637 7.5229 0.004 -0.006 0.001
H 0.1844 4.6017 6.2148 -0.013 -0.016 -0.005
H -0.4056 3.4358 4.0979 0.013 0.044 -0.001
H 2.9216 0.8173 4.6097 0.004 0.007 -0.011
H 3.5168 1.9693 6.7206 -0.004 -0.024 -0.016
H -0.1497 0.1950 5.2182 -0.014 -0.017 0.004
H -1.5382 -2.0272 4.7222 0.015 -0.035 -0.008
H 0.6152 -5.5688 0.3348 0.001 -0.010 -0.063
H 3.2034 -4.9487 -0.1541 -0.043 0.014 -0.027
H 5.6281 -0.3419 -0.8708 0.009 0.031 -0.090
H 7.9100 -0.6383 -0.0845 0.011 -0.016 -0.011
H 8.5582 -2.6970 1.1574 -0.016 0.020 0.040
H 6.8044 -4.3549 1.7182 -0.022 -0.022 -0.025
H 4.5244 -4.0693 0.9421 0.055 0.103 0.020
H 1.3221 2.3613 -4.3398 -0.012 -0.019 0.026
H 1.8887 4.1045 -5.9788 -0.045 0.009 0.009
H 3.0392 6.1743 -5.2484 0.032 -0.023 -0.010
H 3.7587 6.3899 -2.8871 -0.008 -0.004 0.001
H 3.2645 4.6071 -1.2792 -0.052 0.051 0.024
H 1.5578 4.7842 -0.0871 0.084 -0.011 -0.040
H 1.5566 4.1812 2.5007 -0.038 0.041 -0.036
H 3.6846 1.4095 -3.7834 -0.007 0.028 0.041
H 4.7451 -0.9541 -3.0671 0.043 0.018 0.038
H -0.4192 -3.9482 4.3568 -0.010 0.049 0.000
H -1.3445 -5.8175 5.6344 -0.004 -0.001 -0.008
H -3.3298 -7.0440 4.8049 0.001 -0.007 -0.013
H -4.3406 -6.3900 2.6351 -0.024 0.025 0.008
H -3.4464 -4.4742 1.3811 0.070 -0.175 0.045
S -1.9001 2.5836 1.6302 0.106 -0.092 0.274
P -1.9658 1.8838 -0.1927 -0.103 0.261 -0.123
C -1.0878 0.3270 -0.6075 0.073 0.035 -0.003
P -2.0945 -0.4765 -1.8502 0.097 -0.256 0.064
S -1.3708 -3.1199 0.2695 1.109 -0.583 0.201
C -3.3852 -1.4717 -0.9925 -0.389 0.579 -0.240
C -3.4336 -1.5646 0.3978 -0.612 0.554 0.003
C -4.4300 -2.2953 1.0213 -0.133 0.364 0.060
C -5.4106 -2.9217 0.2645 -0.120 -0.040 -0.143
C -5.4111 -2.7796 -1.1145 -0.058 -0.115 0.026
C -4.4136 -2.0415 -1.7391 0.171 0.156 0.037
C -1.0474 -1.6872 -2.7258 -0.001 0.043 -0.193
C -1.5298 -2.9064 -3.2026 0.089 0.051 0.212
C -0.7724 -3.6629 -4.0831 0.022 -0.039 -0.014
C 0.4802 -3.2225 -4.4874 -0.025 -0.067 0.009
C 0.9783 -2.0234 -4.0005 0.074 -0.005 -0.127
C 0.2108 -1.2496 -3.1455 -0.320 -0.030 -0.058
C -3.7882 1.8685 -0.6096 0.097 -0.434 -0.042
C -4.6938 1.6407 0.4204 0.034 -0.186 0.014
C -6.0598 1.6454 0.1794 -0.022 -0.026 0.035
C -6.5408 1.9070 -1.0931 -0.043 0.011 -0.023
C -5.6478 2.1642 -2.1234 -0.027 0.014 -0.027
C -4.2833 2.1455 -1.8838 0.077 -0.119 0.011
C -1.5353 3.1682 -1.4410 0.092 -0.151 0.018
C -1.0382 2.8675 -2.7024 -0.187 -0.040 0.081
C -0.9795 3.8524 -3.6783 -0.204 0.081 -0.136
C -1.3823 5.1472 -3.3925 0.010 -0.046 -0.025
C -1.8552 5.4568 -2.1243 0.000 0.030 0.010
C -1.9470 4.4677 -1.1593 0.037 0.041 0.087
H -2.6761 -1.0633 0.9869 -0.181 0.136 -0.019
H -4.4382 -2.3801 2.1018 0.003 0.051 -0.038
H -6.1812 -3.5102 0.7479 -0.008 0.018 0.018
H -6.1916 -3.2385 -1.7097 0.001 0.004 0.014
H -4.4403 -1.8954 -2.8130 0.013 -0.048 -0.016
H -2.4879 -3.2726 -2.8608 -0.056 -0.044 -0.062
H -1.1625 -4.6010 -4.4596 0.001 -0.013 0.046
H 1.0643 -3.8117 -5.1837 0.021 -0.020 0.037
H 1.9627 -1.6846 -4.3005 -0.047 0.055 0.046
H 0.5790 -0.2946 -2.7938 -0.073 -0.135 -0.228
H -4.3134 1.4653 1.4181 -0.016 -0.031 0.012
H -6.7496 1.4363 0.9880 0.019 0.035 0.015
H -7.6079 1.9214 -1.2801 0.008 -0.023 -0.008
H -6.0122 2.3737 -3.1220 0.005 0.024 0.014
H -3.6036 2.3474 -2.6987 0.041 -0.033 -0.043
H -0.7262 1.8556 -2.9265 0.013 -0.026 -0.033
H -0.6211 3.6100 -4.6705 -0.084 0.014 0.072
H -1.3314 5.9121 -4.1576 0.018 0.002 0.001
H -2.1685 6.4686 -1.8973 -0.015 -0.011 0.029
H -2.3576 4.6817 -0.1793 0.065 0.036 0.010
```
Positions in Å, forces in eV/Å.

Summary:
Electronic energy (a.u.): -4451.15846
Net charge: -1
LUMO energy (spin up / spin down) (eV): 1.968 / 0.455
Spin multiplicity: 6

***

ORCA calculation (the ωB97M-V functional and the def2-TZVPD basis) on C6H10 in the gas phase in a non-equilibrium geometry.

Geometry as XYZ:
```
16
Properties=species:S:1:pos:R:3:forces:R:3
C -0.5611 1.8263 -0.4758 -0.747 0.240 0.630
C 0.1597 1.0364 0.3329 0.938 1.518 -0.885
C 1.0340 0.1109 -0.4878 0.254 0.451 -0.724
C 0.4041 -1.2774 -0.7546 -0.058 0.175 0.158
C -0.0677 -1.4863 0.6502 -0.407 -0.093 0.370
C -1.0510 -0.6819 1.0965 -0.705 -1.731 0.451
H -0.9495 1.3929 -1.4025 0.607 0.431 -0.129
H -0.8835 2.8246 -0.2438 -0.645 0.050 0.464
H 0.4599 1.3242 1.3355 -0.053 0.112 -0.151
H 1.0569 0.8227 -1.3284 1.143 -1.356 -0.665
H 2.0298 0.0227 -0.0316 -0.218 0.042 -0.152
H -0.4076 -1.2035 -1.4925 0.121 0.019 0.284
H 1.1394 -2.0050 -1.1239 -0.224 0.202 0.196
H 0.6729 -1.8984 1.3347 -0.117 0.154 0.038
H -1.1684 -0.4231 2.1404 -0.161 -0.386 0.143
H -1.8680 -0.3852 0.4506 0.271 0.173 -0.027
```
Positions in Å, forces in eV/Å.

Summary:
Electronic energy (a.u.): -234.48491
Net charge: 0
Energy relative to the best compared isomer or geometry (same formula, charge and spin) (kcal per mole): 73.80
LUMO energy (eV): 0.953

***

| no. | molecular weight (g mol⁻¹) |
| --- | --- |
| 1 | 1160.3 |
| 2 | 82.1 |